1.
Density functional theory data (wB97M-V/def2-TZVPD) for C17H10BrCaF3N3O2S5Se as an isolated structure.

Cartesian coordinates (Å):
Ca (0.3464, -0.1975, 0.0215)
C (4.1224, -1.3293, -3.9646)
S (4.9698, -2.5667, -2.9555)
C (4.9092, -1.7836, -1.3875)
C (3.8103, -1.5977, -0.6190)
S (2.1802, -2.0859, -0.9334)
S (4.1273, -0.7756, 0.8959)
C (5.8295, -0.5208, 0.7176)
S (6.7654, 0.2059, 1.8720)
S (6.4211, -1.1579, -0.7628)
H (3.9870, -1.7635, -4.9546)
H (4.7110, -0.4178, -4.0503)
H (3.1451, -1.1164, -3.5354)
Se (-1.3202, 1.8803, 2.7242)
N (-1.4150, 1.0214, 4.2714)
C (-0.5493, 0.0314, 4.2366)
C (-0.3357, -0.9477, 5.2576)
C (0.5745, -1.9139, 4.9971)
C (1.2878, -1.9288, 3.7452)
N (1.1603, -1.0614, 2.7903)
C (0.2298, -0.0802, 3.0395)
N (0.0019, 0.8412, 2.1288)
H (-0.9015, -0.9010, 6.1779)
H (0.7903, -2.7001, 5.7071)
H (2.0046, -2.7270, 3.5765)
Br (-5.9814, 4.5356, -1.9023)
C (-4.7355, 3.1390, -2.2516)
C (-5.0501, 2.1808, -3.2016)
C (-4.1391, 1.1656, -3.4520)
C (-2.9331, 1.1197, -2.7701)
C (-2.6360, 2.0860, -1.8191)
C (-3.5466, 3.1022, -1.5505)
C (-1.3391, 2.0312, -1.0431)
O (-1.2119, 2.7398, -0.0302)
O (-0.4659, 1.2112, -1.4707)
H (-5.9924, 2.2284, -3.7299)
H (-4.3779, 0.4031, -4.1822)
H (-2.2198, 0.3283, -2.9507)
H (-3.3046, 3.8389, -0.7976)
F (-2.5551, -2.0747, -0.5932)
C (-1.8220, -1.4705, 0.4051)
F (-1.8067, -2.4397, 1.4132)
F (-2.7348, -0.5323, 0.9307)

Its charge is -1. The energy comes out at -242517.977 eV. The HOMO energy is -5.05 eV. Its spin multiplicity is 1. For the gap between HOMO and LUMO, the calculation gives 5.681 eV.

=====

2.
Density functional theory data (wB97M-V/def2-TZVPD) for one molecule with the formula C17H11ClN2O2 in a non-equilibrium geometry.

Cartesian coordinates (Å):
O (-3.9411, -0.3575, -1.6177)
C (-2.8741, -0.4412, -0.9780)
C (-1.6391, 0.1930, -1.6249)
N (-0.6255, 0.3109, -0.8048)
C (0.5277, 0.8163, -1.3187)
C (0.7628, 1.2757, -2.6877)
C (1.9698, 1.8300, -3.1092)
C (3.0146, 1.8471, -2.1871)
O (4.3710, 2.0057, -2.5180)
C (2.8413, 1.4743, -0.7977)
N (3.9091, 1.5657, 0.0379)
C (3.7257, 1.3632, 1.3235)
C (2.4971, 0.8814, 1.8332)
C (1.4595, 0.6539, 0.9739)
C (1.5991, 0.9379, -0.3885)
C (-2.8428, -1.0427, 0.4601)
C (-3.9014, -0.9733, 1.3267)
C (-3.9256, -1.7892, 2.4618)
C (-2.9465, -2.7209, 2.6883)
C (-1.7629, -2.7343, 1.9024)
Cl (-0.4469, -3.8817, 1.9571)
C (-1.6976, -1.8455, 0.7707)
H (-1.7548, 0.4482, -2.7021)
H (0.0115, 1.1911, -3.4741)
H (2.1966, 1.8300, -4.1783)
H (4.9125, 1.9206, -1.6976)
H (4.5594, 1.3807, 2.0630)
H (2.4647, 0.7656, 2.9010)
H (0.4849, 0.2859, 1.2814)
H (-4.6120, -0.1733, 0.9900)
H (-4.5381, -1.6801, 3.3573)
H (-3.0916, -3.3481, 3.5101)
H (-0.7072, -1.9894, 0.2461)

Its charge is 0. The energy comes out at -37403.137 eV. Its structure (SMILES) is O=C(/C=N/c1ccc(O)c2ncccc12)c1cccc(Cl)c1. The HOMO energy is -8.15 eV. Its spin multiplicity is 1. For the gap between HOMO and LUMO, the calculation gives 7.014 eV.

=====

3.
Density functional theory data (wB97M-V/def2-TZVPD) for one molecule with the formula C17H11ClO5.

Cartesian coordinates (Å):
C (6.9071, 1.0989, -0.3507)
O (6.1981, 0.1660, 0.4295)
C (4.8468, 0.1021, 0.3005)
C (4.2038, -0.8585, 1.0873)
C (2.8377, -1.0047, 1.0330)
C (2.0822, -0.1903, 0.1920)
O (0.7194, -0.4496, 0.1784)
C (-0.1947, 0.4488, -0.1555)
O (-0.0018, 1.6134, -0.4104)
C (-1.5702, -0.1363, -0.1411)
C (-2.6234, 0.7050, -0.0028)
C (-3.9610, 0.2079, 0.0158)
C (-5.0865, 1.0249, 0.1705)
C (-6.3419, 0.4580, 0.1818)
Cl (-7.7345, 1.4582, 0.3716)
C (-6.5075, -0.9214, 0.0419)
C (-5.4081, -1.7367, -0.1099)
C (-4.1284, -1.1806, -0.1251)
O (-3.0780, -2.0080, -0.2824)
C (-1.7710, -1.5802, -0.3124)
O (-0.9233, -2.4088, -0.4932)
C (2.7085, 0.7604, -0.5964)
C (4.0855, 0.9050, -0.5410)
H (6.7776, 0.9080, -1.4208)
H (6.6038, 2.1260, -0.1244)
H (7.9551, 0.9670, -0.0863)
H (4.8046, -1.4791, 1.7323)
H (2.3323, -1.7490, 1.6270)
H (-2.4423, 1.7661, 0.1010)
H (-4.9589, 2.0904, 0.2782)
H (-7.5002, -1.3423, 0.0530)
H (-5.5137, -2.8037, -0.2205)
H (2.1349, 1.3921, -1.2541)
H (4.5479, 1.6513, -1.1668)

Its charge is 0. The energy comes out at -40567.337 eV. Its structure (SMILES) is COc1ccc(OC(=O)c2cc3cc(Cl)ccc3oc2=O)cc1. The HOMO energy is -8.35 eV. Its spin multiplicity is 1. For the gap between HOMO and LUMO, the calculation gives 7.524 eV.

=====

4.
Density functional theory data (wB97M-V/def2-TZVPD) for C17H11CrFN4O17 as an isolated structure in a non-equilibrium geometry.

Cartesian coordinates (Å):
Cr (3.1642, -0.3195, 4.5715)
N (1.4014, -0.1445, 7.4325)
O (1.9942, -0.6566, 8.3826)
O (2.0324, -0.0112, 6.3251)
O (0.2435, 0.2509, 7.5240)
N (6.2122, -0.9596, 3.4136)
O (4.9539, -0.8048, 3.6282)
O (6.6193, -0.8700, 2.2579)
O (6.9755, -1.2127, 4.3533)
N (1.2793, -0.7388, 2.6641)
O (0.9232, -0.3987, 3.8168)
O (0.5515, -0.8923, 1.7142)
O (2.5425, -0.7956, 2.5898)
N (3.0315, 2.6344, 3.3766)
O (2.7318, 3.6914, 3.8527)
O (3.1213, 1.5750, 4.1087)
O (3.1657, 2.4411, 2.1654)
C (-0.5200, 2.6635, 5.6075)
C (-1.2783, 1.8781, 4.4960)
O (-1.6958, 2.8753, 3.6332)
C (-1.0372, 4.0474, 3.9690)
O (-1.3203, 5.1097, 3.5085)
O (-0.1262, 3.8046, 4.8710)
F (-2.2901, 1.1316, 5.0756)
H (0.2090, 2.0165, 6.0954)
H (-1.1927, 2.8674, 6.4465)
H (-0.6779, 1.0701, 4.0741)
C (-2.1146, -0.8969, -8.7030)
C (-3.4070, -1.2687, -8.3171)
C (-3.6690, -1.4388, -6.9745)
C (-2.7293, -1.2508, -5.9847)
C (-1.3892, -1.1117, -6.4037)
C (-1.0947, -0.9540, -7.7575)
C (-0.3206, -1.1491, -5.3874)
O (0.8515, -1.0593, -5.7253)
C (-0.6735, -1.1738, -3.9671)
C (0.3332, -1.4163, -3.0341)
C (0.0288, -1.5698, -1.6628)
C (-1.2908, -1.4510, -1.2486)
C (-2.2897, -1.3168, -2.2149)
C (-2.0420, -1.1890, -3.5417)
C (-3.1195, -1.1567, -4.5549)
O (-4.2865, -1.2498, -4.2288)
H (-1.9146, -0.6822, -9.7438)
H (-4.2747, -1.2916, -8.9622)
H (-4.7132, -1.6274, -6.7509)
H (-0.1134, -0.7675, -8.1703)
H (1.3201, -1.5695, -3.4452)
H (0.8806, -1.7819, -1.0328)
H (-1.6592, -1.6002, -0.2438)
H (-3.3267, -1.2803, -1.8987)

Its charge is -1. The energy comes out at -89701.205 eV. The HOMO energy (alpha / beta) is -7.91 / -8.01 eV. Its spin multiplicity is 4. For the gap between HOMO and LUMO (alpha / beta), the calculation gives 6.102 / 8.347 eV.

=====

5.
Density functional theory data (wB97M-V/def2-TZVPD) for one molecule with the formula C17H11FN4O2S2 in a non-equilibrium geometry.

Cartesian coordinates (Å):
O (1.4998, -1.2944, -4.2403)
C (1.4377, -0.5870, -3.2728)
C (2.3675, -0.4327, -2.1330)
C (3.5448, -1.0906, -1.8436)
C (4.1904, -0.7668, -0.6543)
C (3.6698, 0.1843, 0.2097)
C (2.4868, 0.8541, -0.0854)
C (1.8497, 0.5333, -1.2652)
C (0.5751, 1.0248, -1.8261)
O (-0.1850, 1.8620, -1.4104)
N (0.4017, 0.3238, -3.0239)
C (-0.8036, 0.3652, -3.7584)
S (-2.0787, -0.8598, -3.1388)
C (-1.7639, -0.7117, -1.4372)
N (-0.6469, -1.0599, -0.9077)
N (-0.5281, -0.7720, 0.3760)
C (-1.5706, -0.1868, 0.8770)
N (-1.7161, 0.2328, 2.1469)
C (-0.7594, 0.2329, 3.1543)
C (0.5399, -0.2423, 3.0004)
C (1.4271, -0.1899, 4.0610)
C (1.0452, 0.3277, 5.2871)
C (-0.2444, 0.8039, 5.4611)
C (-1.1212, 0.7507, 4.4006)
F (-2.3870, 1.2168, 4.5563)
S (-2.8752, 0.0449, -0.2902)
H (3.9394, -1.8364, -2.5156)
H (5.1096, -1.2713, -0.3962)
H (4.1886, 0.4074, 1.1301)
H (2.0722, 1.5906, 0.5851)
H (-0.6333, 0.0761, -4.7946)
H (-1.2556, 1.3543, -3.6745)
H (-2.6039, 0.6535, 2.3877)
H (0.8337, -0.6481, 2.0468)
H (2.4301, -0.5634, 3.9241)
H (1.7434, 0.3622, 6.1083)
H (-0.5768, 1.2132, 6.4016)

Its charge is 0. The energy comes out at -52251.389 eV. Its structure (SMILES) is O=C1c2ccccc2C(=O)N1CSc1nnc(Nc2ccccc2F)s1. The HOMO energy is -8.36 eV. Its spin multiplicity is 1. For the gap between HOMO and LUMO, the calculation gives 7.990 eV.

=====

6.
Density functional theory data (wB97M-V/def2-TZVPD) for C17H11GaN4S3 as an isolated structure in a non-equilibrium geometry.

Cartesian coordinates (Å):
Ga (-5.1675, -11.0652, -2.2794)
N (-4.0051, -14.4425, -3.4908)
C (-4.5798, -14.1318, -4.7055)
C (-4.9280, -14.8516, -5.8829)
C (-5.5159, -14.2468, -6.9133)
C (-5.8666, -12.8849, -6.9207)
C (-5.6038, -12.0895, -5.8065)
C (-4.9231, -12.6782, -4.6973)
N (-4.3429, -12.0971, -3.6227)
C (-3.8713, -13.1691, -2.7156)
C (-2.2351, -11.5007, -1.8197)
C (-1.0457, -10.9382, -1.5827)
S (-1.1460, -9.3252, -1.0106)
C (-2.8870, -9.4742, -1.0436)
N (-3.3194, -10.6108, -1.5279)
H (-3.5124, -15.2979, -3.3040)
H (-4.5833, -15.8974, -5.9032)
H (-5.7448, -14.7994, -7.7707)
H (-6.5007, -12.5726, -7.7138)
H (-5.8449, -11.0403, -5.8460)
H (-0.0649, -11.3849, -1.7940)
H (-3.6303, -8.7478, -0.6339)
S (-5.5020, -13.3863, 0.9201)
C (-4.4272, -13.4117, -0.3382)
N (-4.7274, -13.0389, -1.5259)
C (-2.3971, -12.9240, -2.3863)
C (-1.6566, -12.9023, -3.6704)
C (-0.5734, -13.7252, -3.9026)
C (-0.1527, -14.6475, -2.9511)
C (-0.8306, -14.8101, -1.7292)
C (-1.8869, -13.9671, -1.4149)
S (-2.7268, -14.1196, 0.1135)
H (-1.9685, -12.1686, -4.3607)
H (-0.1560, -13.7084, -4.8856)
H (0.7364, -15.2165, -3.1803)
H (-0.6383, -15.6338, -1.0551)

Its charge is +2. The energy comes out at -108630.947 eV. The HOMO energy (alpha / beta) is -14.25 / -14.28 eV. Its spin multiplicity is 1. For the gap between HOMO and LUMO (alpha / beta), the calculation gives 5.256 / 5.332 eV.

=====

7.
Density functional theory data (wB97M-V/def2-TZVPD) for C17H12AgF5N3O2S2 as an isolated structure.

Cartesian coordinates (Å):
Ag (0.4760, 0.2786, 0.1088)
F (3.6824, 1.4954, 6.5133)
C (2.7920, 1.4923, 5.5027)
C (2.8650, 0.5508, 4.4972)
F (3.8445, -0.3712, 4.5291)
C (1.9383, 0.5509, 3.4669)
F (2.0797, -0.4093, 2.5383)
C (0.8974, 1.4721, 3.3763)
S (-0.3285, 1.5093, 2.1278)
C (0.8686, 2.4086, 4.4145)
F (-0.0848, 3.3578, 4.4420)
C (1.7807, 2.4315, 5.4519)
F (1.6934, 3.3658, 6.4162)
S (1.9133, 0.5108, -4.3198)
C (3.1143, -0.3500, -3.4651)
C (2.7683, -0.5200, -2.1568)
C (1.5015, 0.0439, -1.7827)
C (0.9345, 0.6317, -2.8833)
C (-0.3428, 1.3695, -2.9301)
C (-0.6458, 2.2811, -3.9477)
C (-1.8351, 2.9785, -3.9018)
C (-2.7069, 2.7755, -2.8400)
C (-2.3354, 1.8485, -1.8817)
N (-1.2047, 1.1501, -1.9323)
H (4.0045, -0.6900, -3.9725)
H (3.4144, -1.0384, -1.4593)
H (0.0651, 2.4545, -4.7453)
H (-2.0741, 3.6923, -4.6812)
H (-3.6380, 3.3180, -2.7515)
H (-2.9777, 1.6484, -1.0301)
C (-2.8466, -4.7997, 0.5552)
O (-1.9949, -3.8586, 1.1870)
C (-1.3862, -2.8720, 0.4584)
O (-0.6747, -2.0850, 1.0238)
N (-1.6513, -2.8779, -0.8796)
N (-1.0560, -1.9832, -1.7808)
H (-3.1932, -5.4699, 1.3369)
H (-2.3126, -5.3864, -0.1964)
H (-3.7160, -4.3156, 0.1029)
H (-2.2513, -3.5604, -1.2978)
H (-1.3312, -1.0269, -1.5543)
H (-0.0462, -2.0015, -1.6593)

Its charge is -1. The energy comes out at -65646.499 eV. The HOMO energy is -4.19 eV. Its spin multiplicity is 1. For the gap between HOMO and LUMO, the calculation gives 6.706 eV.

=====

Question: What is the energy in the first record?
Answer: -242517.977 eV

=====

Question: Which value of charge does entry 6 give?
Answer: +2